C2H4N2OS | the ωB97M-V functional and the def2-TZVPD basis

Geometry as XYZ:
```
10
Properties=species:S:1:pos:R:3:nbo_charge:R:1
C -0.53 -0.32 -1.46 -0.194
C 0.18 0.14 0.90 0.288
H 1.74 0.53 1.97 0.362
N -1.17 0.19 0.60 -0.365
S 1.04 -0.62 -0.50 0.151
H -1.20 -1.19 -1.44 0.202
N 0.71 0.52 1.99 -0.681
O -1.23 0.70 -0.77 -0.371
H -1.59 0.93 1.19 0.388
H -0.29 0.16 -2.42 0.220
```

SMILES: [H]/N=C1/NOCS1
Energy in eV: -17999.4113
Energy above the lowest of the compared OMol25 structures with the same formula, charge and spin in kcal per mole: 74.9

C15H25N4O2S2 | the ωB97M-V functional and the def2-TZVPD basis

Geometry as XYZ:
```
48
Properties=species:S:1:pos:R:3:nbo_charge:R:1
H 1.24 -3.41 3.88 0.228
C 3.45 2.32 -1.42 -0.271
C 2.20 -1.00 0.88 0.494
H 0.27 -0.89 -2.78 0.229
C -1.20 -2.38 -2.49 -0.510
C 2.96 1.10 -0.67 0.276
C -1.95 1.92 1.43 -0.088
C 0.76 -1.99 -0.93 -0.465
S -0.92 1.37 -1.96 -0.021
H -1.38 2.64 0.84 0.170
H -1.55 1.96 2.44 0.198
H 3.95 1.59 1.01 0.427
H 1.83 3.57 -1.22 0.379
H 0.04 -1.24 2.11 0.181
H -4.34 0.68 -1.23 0.224
C 1.69 -0.91 -0.45 0.070
C -1.74 0.51 0.89 -0.248
H -4.55 0.20 0.46 0.219
C -3.91 0.74 -0.24 -0.237
H -1.45 -3.05 -1.68 0.214
C 2.10 0.15 -1.23 -0.214
H 3.01 3.81 -0.07 0.363
H -0.18 -2.42 4.23 0.230
N -2.57 0.12 -0.26 -0.500
H -4.89 2.55 0.27 0.216
H -3.31 2.83 -0.49 0.179
N 3.34 0.90 0.58 -0.243
C 0.26 -1.90 -2.38 -0.435
H -0.68 0.37 0.67 0.197
H 0.11 -2.96 1.82 0.189
H -0.08 -2.08 -0.25 0.245
H 3.22 2.12 -2.47 0.230
H -1.31 -2.96 -3.40 0.251
H 1.43 -1.68 4.24 0.223
O 1.95 -2.04 1.67 -0.494
S -2.44 -1.07 -2.69 0.247
N 2.82 3.56 -1.03 -0.794
H 0.86 -2.58 -2.98 0.232
H 1.76 0.27 -2.24 0.264
C 0.64 -2.13 2.29 -0.067
C -1.95 0.19 -1.51 -0.075
C 0.80 -2.43 3.75 -0.626
C -3.87 2.19 0.20 -0.097
H 4.53 2.39 -1.33 0.227
H -1.98 -0.19 1.69 0.203
H 1.33 -2.92 -0.83 0.261
N 3.01 -0.10 1.38 -0.175
O -3.31 2.26 1.50 -0.509
```

SMILES: CCOc1n[nH+]c(CN)cc1CCCSC(=S)N1CCOCC1
Total charge: +1
Energy in eV: -47677.9545

C18H21Br14N2OS | the ωB97M-V functional and the def2-TZVPD basis

Geometry as XYZ:
```
57
Properties=species:S:1:pos:R:3:nbo_charge:R:1
H -1.77 -3.61 -7.10 0.223
Br 1.43 -2.64 -0.69 0.071
Br -3.19 -2.65 -8.89 0.109
C -1.38 1.30 0.03 -0.186
Br -7.02 0.08 -0.41 0.100
Br -1.54 -5.25 -0.27 0.089
Br 0.30 2.76 5.02 0.099
O 2.36 -2.56 3.73 -0.520
H -3.23 -5.13 -2.08 0.235
C -2.78 -3.22 -7.09 -0.496
N 1.59 -0.30 2.02 -0.480
C 0.53 2.87 0.42 0.045
C 1.11 0.36 -0.19 -0.143
H -7.75 2.32 0.37 0.232
H -0.33 -2.35 3.32 0.273
C 0.10 1.53 0.07 -0.090
H 5.22 0.83 0.26 0.198
H -1.84 0.32 -0.19 0.231
C -6.88 2.00 -0.19 -0.491
H 2.13 -0.25 2.90 0.465
Br -5.32 2.49 0.85 0.088
C -1.55 3.81 0.63 0.051
C 0.40 -1.08 1.66 -0.083
H -0.18 -3.26 1.78 0.280
H -0.50 -1.14 -0.48 0.265
C 2.00 0.39 -1.50 -0.564
H 5.04 0.44 -1.52 0.225
H 2.94 1.13 1.22 0.261
C 4.12 2.43 -0.88 -0.542
C 0.48 -1.08 0.07 -0.239
Br -6.92 2.92 -1.89 0.113
H 3.79 2.73 0.15 0.186
H 2.75 2.82 5.39 0.230
H 1.36 0.03 -2.35 0.268
S 2.69 2.02 -1.96 0.226
H 4.65 3.31 -1.33 0.262
Br -1.20 -4.58 -3.39 0.109
H 6.21 1.73 -0.95 0.240
Br -3.94 -4.66 -6.51 0.090
Br 2.48 -4.66 2.01 0.007
C -2.13 2.51 0.34 -0.252
Br 2.01 2.24 7.68 0.138
C 2.05 0.48 1.09 0.312
Br 2.43 0.37 5.12 0.078
C 5.20 1.26 -0.79 -0.636
H -0.58 -0.57 1.86 0.271
H 1.64 3.01 0.48 0.189
H -2.20 4.69 0.87 0.226
Br -2.80 -1.73 -5.85 0.075
C 1.98 2.15 5.76 -0.497
Br -3.03 -2.71 -1.54 0.070
H -3.26 2.44 0.34 0.226
H 2.87 -0.33 -1.45 0.252
N -0.20 3.98 0.67 -0.391
C 1.71 -3.04 2.85 0.538
C -2.37 -4.51 -1.85 -0.489
C 0.32 -2.47 2.40 -0.545
```

Total charge: +1
Energy in eV: -1015454.3240

C63H168Cl6N8O25 | the ωB97M-V functional and the def2-TZVPD basis

Geometry as XYZ:
```
270
Properties=species:S:1:pos:R:3:lowdin_charge:R:1
C -7.27 4.68 6.45 -0.230
H -5.90 3.53 -1.24 0.058
H 6.57 -8.40 -0.81 0.087
C 4.18 1.58 -3.56 -0.136
H 0.80 -1.65 2.91 0.075
H 0.15 3.71 -6.18 0.079
H 1.07 -0.04 -4.16 0.113
H -6.11 2.65 -2.73 0.090
H 4.10 4.02 -0.80 0.059
O 0.62 5.90 4.55 -0.235
C 0.26 -5.24 4.39 -0.203
H -2.66 4.00 4.62 0.052
O -1.87 4.97 -0.09 -0.148
C 0.72 1.00 -2.27 -0.145
H -7.80 5.77 3.97 0.117
H 0.34 8.38 8.36 0.108
H -1.84 0.55 3.18 0.041
C 2.66 -10.24 3.74 -0.084
H -10.91 4.62 8.18 0.081
C 0.68 -8.93 4.14 -0.256
C 4.67 -11.02 -0.91 -0.218
H 1.62 -6.66 3.62 0.109
H -3.97 5.11 5.01 0.066
H -0.49 5.90 -5.86 0.113
H 1.06 -3.54 -3.03 0.074
H 2.45 6.52 5.10 0.114
H -0.46 -2.60 -3.24 0.093
H 2.50 -1.97 3.25 0.090
C 3.63 5.71 -2.11 -0.559
N -0.11 6.52 7.51 -0.055
C 2.13 -6.29 -9.65 -0.198
H 6.09 -9.30 0.65 0.087
H -1.44 -1.49 -9.33 0.095
H 1.79 1.69 -6.42 0.059
H 0.97 -10.86 -2.62 0.120
H 4.24 -2.50 -6.54 0.086
H 5.17 1.44 -3.99 0.086
H 0.03 -0.78 -8.66 0.062
C -10.90 4.83 7.11 -0.116
O -2.25 9.52 8.50 -0.209
C 0.13 -1.14 7.33 -0.632
C 0.98 -7.08 -13.13 -0.113
H 0.88 3.92 5.08 0.087
H 2.04 -4.34 3.48 0.123
H 1.33 -5.11 -7.59 0.116
O 7.62 0.73 1.57 -0.221
C -1.89 8.16 8.28 -0.191
H -11.68 4.21 6.65 0.083
O -3.41 -1.64 -3.20 -0.124
H 3.32 1.13 2.04 0.114
C -6.14 3.65 -2.30 -0.111
H -0.22 8.46 6.77 0.096
C -3.58 9.81 8.98 -0.092
H 7.51 2.19 3.02 0.127
H -3.04 2.42 -2.84 0.076
H 1.41 -6.23 -13.65 0.084
H 2.93 -4.31 -7.92 0.107
H 1.53 -7.97 -13.44 0.078
C 2.45 0.98 -6.91 -0.149
H 0.32 0.08 -0.48 0.101
H -2.35 -0.87 -4.82 0.063
H -2.92 -2.59 -4.89 0.082
H -4.22 2.38 1.91 0.058
Cl -3.69 -0.68 1.46 0.558
H -11.11 5.87 6.89 0.080
H 3.72 -10.25 3.98 0.087
H -3.95 0.41 6.02 0.031
H -3.80 9.21 9.87 0.079
C 1.17 4.57 4.25 -0.029
H -1.04 6.67 -3.47 0.103
H -5.63 6.34 -2.29 0.127
C -0.89 -1.86 6.44 -0.690
O -5.35 3.85 2.80 -0.188
H 0.88 -4.57 -9.79 0.095
H -2.15 6.22 -5.71 0.113
C 3.95 -2.79 -5.53 -0.186
H 1.80 -5.70 -3.54 0.077
O 0.95 -2.96 4.37 -0.235
N 0.03 0.90 -0.99 -0.068
C -2.23 -1.61 0.90 -0.605
H -0.21 3.21 -4.61 0.064
H 1.26 1.16 -8.49 0.061
H 2.87 -2.78 -5.43 0.059
H 1.23 2.11 0.07 0.100
H 0.95 -2.74 -7.04 0.094
H -7.40 3.87 2.44 0.124
C 3.27 4.69 -0.99 -0.665
H 1.42 -6.91 -9.10 0.116
H -1.62 7.04 0.36 0.076
H 2.00 -2.23 -8.30 0.116
O 1.23 -2.15 -0.10 -0.131
C -1.39 5.51 -5.38 -0.186
H -0.45 0.75 4.26 0.074
C 1.87 -4.37 -8.17 -0.205
C 1.25 -2.98 -8.06 -0.184
C -0.95 1.15 3.39 -0.055
H -2.55 7.59 7.63 0.106
C -6.89 5.18 4.11 -0.182
C 5.75 1.32 2.75 -0.219
H -0.35 5.11 -3.41 0.072
C 0.62 -2.59 -3.33 -0.012
H 4.88 -11.93 -1.47 0.125
H 0.55 4.30 3.39 0.075
H 4.68 -11.17 0.17 0.105
H -3.30 2.00 5.52 0.059
C 7.21 1.15 2.86 -0.202
H 1.13 7.72 5.24 0.119
C -1.20 5.65 -3.82 -0.148
C 1.21 6.19 6.84 -0.158
H -8.57 5.73 7.92 0.113
C -3.13 -1.58 -4.54 -0.202
H -5.50 2.91 0.91 0.064
H -4.49 5.37 -1.31 0.116
H 1.51 -1.00 4.35 0.080
H -0.81 6.26 6.83 0.037
C -4.18 1.36 5.53 -0.122
H 2.89 -0.12 -0.05 0.101
H -7.18 3.96 -2.28 0.085
H 0.85 -2.48 -4.39 0.068
H -5.79 1.80 2.27 0.083
H 3.48 1.12 -6.58 0.078
N 0.64 -6.54 3.84 -0.050
N -2.44 5.19 -3.05 -0.066
O 4.88 -0.13 -0.62 -0.192
O -9.61 4.46 6.64 -0.218
C -6.58 4.52 2.76 -0.225
C -0.42 7.95 7.71 -0.186
H 3.14 -6.43 -9.28 0.118
Cl 0.27 -1.96 8.92 0.537
C 1.36 -6.41 -2.83 -0.116
H -0.83 2.28 -6.06 0.086
H 0.12 -9.75 4.58 0.117
H 2.55 -10.29 2.65 0.070
H -0.83 -7.72 4.85 0.129
H 2.05 6.62 7.40 0.106
H 9.49 1.43 1.59 0.092
H 1.32 5.12 6.94 0.100
H -1.97 7.71 9.28 0.114
O 0.92 -6.86 -11.72 -0.198
C 2.21 -6.87 -11.09 -0.212
C 8.97 0.48 1.40 -0.112
H 5.36 2.03 3.48 0.118
H 2.41 4.10 -1.31 0.045
H 7.49 0.45 3.64 0.132
H 1.79 1.17 -2.17 0.098
H -3.88 6.11 -4.22 0.114
C 0.24 -7.62 4.72 -0.222
H 9.06 0.25 0.34 0.091
O 2.07 -9.08 4.36 -0.191
H 5.84 1.33 0.73 0.075
H 0.81 -7.53 5.64 0.126
H -1.26 5.95 5.00 0.031
H -3.20 7.03 -2.92 0.120
C 1.52 -1.87 3.70 -0.108
H -6.51 5.36 2.07 0.113
H -0.88 5.96 1.48 0.066
C 3.89 0.00 0.36 -0.200
C -3.61 6.04 -3.16 -0.205
H -1.36 -1.05 1.22 0.040
C 1.07 -8.74 -2.47 -0.213
H 1.78 -10.02 -3.99 0.119
H 5.00 -8.23 -0.22 0.077
O 2.20 1.08 -8.31 -0.121
H -3.20 -0.77 -2.85 0.024
H 1.07 -1.00 6.80 0.069
H 0.41 -9.09 3.10 0.120
C -0.61 -1.66 -8.65 -0.101
H -3.92 1.96 -1.29 0.083
H -0.63 -2.90 6.23 0.050
H -2.87 5.46 3.66 0.082
C 5.78 -8.99 -0.35 -0.106
O -1.75 4.18 -5.78 -0.181
H 3.48 2.23 0.63 0.075
O -5.29 1.99 6.17 -0.122
Cl -2.56 -1.70 7.03 0.578
H 1.83 -4.13 -0.56 0.065
H 1.74 -6.17 -1.84 0.073
H -2.37 2.66 -1.28 0.065
H 3.82 5.29 -3.10 0.041
H -8.86 6.30 6.27 0.107
H -0.46 -0.43 -3.42 0.102
O 1.70 -7.71 -3.26 -0.188
H -1.34 2.13 3.68 0.063
H -0.12 2.97 -0.72 0.107
H 2.14 -11.14 4.08 0.083
O -2.55 0.66 -1.80 -0.138
N -7.12 4.14 5.13 -0.041
H 5.25 -4.11 -5.90 0.084
H -3.14 -3.57 1.38 0.075
O -2.08 5.89 5.50 -0.145
O 3.44 2.66 -4.17 -0.141
H 0.32 -5.03 5.46 0.123
O -5.32 4.53 -3.03 -0.186
C -2.99 1.96 -1.85 -0.153
H -3.51 10.87 9.24 0.083
H 2.22 4.57 3.96 0.090
C -8.58 5.43 6.87 -0.186
H -4.38 9.68 8.26 0.079
N 1.82 -4.87 -9.55 -0.063
C 3.89 1.36 1.14 -0.171
H 5.01 -2.28 -1.13 0.077
H 0.58 -4.02 2.63 0.092
H -0.33 -0.17 7.54 0.057
O 5.57 -10.01 -1.32 -0.180
H -6.42 3.43 5.29 0.066
H 3.04 -9.67 -0.56 0.098
H 3.87 -1.37 -1.95 0.064
H 3.68 -9.60 -2.69 0.107
C 0.17 2.08 -0.15 -0.144
C -4.81 5.62 -2.32 -0.195
O -0.12 1.29 2.17 -0.205
H -2.27 -1.58 -0.19 0.065
H 0.01 -7.30 -13.58 0.081
H -0.91 -1.44 5.43 0.010
C 1.66 -10.07 -2.91 -0.216
C 1.40 6.67 5.36 -0.245
H 0.02 -8.80 -2.73 0.119
H 3.11 -3.05 -0.04 0.063
H -7.20 3.83 7.13 0.110
H 1.92 -3.61 1.11 0.054
Cl -2.08 -2.72 3.28 0.671
H 0.28 -6.34 -2.89 0.090
H -0.82 3.00 1.54 0.106
C -2.94 5.05 4.67 -0.088
N 5.26 1.77 1.43 -0.054
H 5.19 0.41 2.97 0.104
O 0.12 -2.83 -8.99 -0.182
H -0.18 6.16 -0.13 0.042
H -4.45 1.28 4.48 0.071
H 2.52 -7.92 -11.12 0.117
C -0.66 3.25 -5.60 -0.096
H -2.14 5.15 -1.00 0.012
C 3.19 -10.59 -1.12 -0.219
H 4.41 -2.12 -4.81 0.071
C 4.86 -1.27 -1.51 -0.080
C 0.98 -4.16 3.64 -0.261
H 4.41 6.40 -1.78 0.070
H 0.33 1.92 -2.70 0.112
H 2.17 -0.03 -6.61 0.055
H 3.58 0.68 -3.64 0.066
H 1.19 -8.63 -1.39 0.113
N 3.03 -10.36 -2.55 -0.060
H 4.42 1.85 -2.54 0.067
H -1.65 0.72 -1.49 0.009
H -0.78 -5.08 4.12 0.090
O 1.20 -1.39 -2.68 -0.221
C -1.12 6.07 0.42 -0.144
H 5.55 -1.24 -2.35 0.084
H -6.08 5.85 4.40 0.104
C 0.59 -0.25 -3.20 -0.188
H -1.73 1.62 0.88 0.101
C -0.73 2.00 1.13 -0.201
H 1.34 -1.85 -1.01 0.007
H 4.16 -0.79 1.06 0.120
C -5.26 2.70 1.95 -0.101
H 4.04 3.30 -4.55 0.071
H -1.41 -3.58 1.15 0.074
H -2.69 4.28 -3.41 0.071
Cl 2.85 5.52 0.54 0.557
H 2.90 -6.27 -11.68 0.115
H -6.46 5.31 6.82 0.106
H 9.28 -0.38 1.99 0.090
H -5.26 1.64 7.06 0.081
H 2.56 -11.41 -0.77 0.121
H -0.95 -1.58 -7.61 0.074
C 2.05 -3.28 0.08 -0.126
Cl 2.11 6.65 -2.48 0.514
H -4.06 -1.19 -4.98 0.080
O 4.45 -4.06 -5.38 -0.105
C -2.23 -2.99 1.55 -0.617
```

Energy in eV: -206280.4359

C46H46CoN5O4PS2 | the ωB97M-V functional and the def2-TZVPD basis

Geometry as XYZ:
```
105
Properties=species:S:1:pos:R:3:mulliken_spin:R:1
O -0.01 2.80 0.80 0.101
C 1.84 -3.63 0.96 -0.003
C -4.94 3.29 2.51 0.000
C -4.34 -5.12 -0.19 0.001
N -0.56 0.09 -1.33 0.020
C -1.49 4.73 -0.20 0.015
H 1.60 -4.84 -1.41 0.000
H 6.75 2.91 0.77 0.000
C -1.64 -0.56 -0.88 0.075
H -5.78 1.15 -2.58 -0.001
H 6.75 1.48 1.82 0.000
H 2.15 -7.00 1.65 0.000
C -2.32 5.71 -0.72 0.024
H -4.45 1.53 -0.54 0.007
P -1.89 2.96 -0.14 0.257
H -2.19 -3.58 1.94 0.000
C -4.14 3.37 1.39 0.009
C 7.10 1.88 0.86 0.000
H -5.56 -6.48 -1.13 0.000
H -4.50 3.91 0.52 0.003
H 4.82 3.05 -0.82 0.000
N -4.70 -6.37 -0.61 0.000
C -4.86 1.72 -2.64 -0.024
H 4.31 -4.77 1.16 0.000
H 2.30 -5.66 2.78 0.000
H 6.80 -1.07 -0.95 0.000
H -1.36 -1.07 -4.34 0.001
S -3.15 -0.99 1.26 -0.003
H 0.07 -4.05 2.11 0.000
C -4.49 2.60 3.63 0.004
C 0.30 -1.98 1.77 0.013
C 4.35 -0.15 0.13 0.002
C -2.43 2.09 2.50 0.025
C -4.43 2.22 -3.86 0.062
C 4.34 2.13 -0.53 -0.002
C 7.20 -0.39 -0.18 0.000
H 6.64 1.09 -2.49 0.000
C -3.25 2.95 -3.94 -0.026
H -3.23 5.45 -1.24 0.004
H -5.12 2.52 4.51 0.000
C 0.04 6.43 0.59 -0.009
H -5.10 -1.85 -0.67 0.000
H 0.97 6.68 1.10 0.001
C -3.32 -4.96 0.76 -0.001
H -2.62 7.82 -0.98 0.000
H -5.77 -4.09 -1.42 0.000
C 2.97 -0.09 0.20 0.016
C -3.24 2.01 3.62 -0.002
C 0.56 4.01 0.97 0.061
C -2.50 3.18 -2.80 0.040
C 2.17 -1.27 0.66 -0.017
H 1.67 -6.52 -0.85 0.000
C -0.79 7.41 0.08 0.015
N -1.86 -0.45 0.44 0.043
H -0.53 8.45 0.18 0.001
C 5.08 0.98 -0.25 0.000
C 7.06 1.63 -1.63 0.000
H -2.85 -5.84 1.19 0.000
C 2.20 -5.08 0.68 0.001
N 1.01 -0.97 1.25 0.023
C -2.94 -3.70 1.18 0.000
H 8.14 1.58 -1.70 0.000
C -4.97 -3.98 -0.70 0.000
H 3.95 -6.30 0.36 0.000
C 2.96 2.11 -0.43 0.014
H -4.40 -7.17 -0.09 0.000
C -3.55 -2.57 0.63 0.004
C -2.96 2.70 -1.56 0.199
S -2.46 -1.41 -2.15 0.001
H 8.19 1.89 0.88 0.000
O 1.64 4.17 1.46 0.033
H -0.62 -1.70 2.29 0.003
Co 0.22 0.79 0.39 2.911
H 6.77 2.68 -1.72 0.000
C -1.29 -0.82 -3.30 0.018
H 0.75 -6.02 2.02 0.000
H 2.39 2.99 -0.65 -0.002
C -4.13 1.95 -1.49 0.042
C 1.40 -5.50 -0.56 0.001
C -0.38 -0.05 -2.69 -0.005
C -1.97 7.05 -0.58 -0.007
C -4.59 -2.72 -0.29 0.000
H -2.90 3.33 -4.89 -0.001
C 6.60 1.01 -0.30 0.001
H 3.97 -4.82 -0.58 0.000
C 3.70 -5.24 0.39 0.000
O -4.29 -0.13 1.03 0.003
N 2.28 1.02 -0.07 0.058
H -5.02 2.04 -4.75 0.002
H 8.28 -0.33 -0.32 0.000
C -2.88 2.77 1.37 0.010
C 2.60 -2.57 0.47 -0.018
C -0.31 5.10 0.45 -0.030
H 3.52 -2.74 -0.07 -0.001
H 0.46 0.44 -3.16 0.000
H -5.92 3.75 2.51 0.001
C 0.69 -3.30 1.66 0.003
H 4.86 -1.06 0.41 0.000
O -2.65 -1.16 2.60 -0.001
H -1.47 1.61 2.52 0.024
C 1.82 -5.98 1.86 0.000
H 0.32 -5.48 -0.36 0.000
H 7.02 -0.83 0.80 0.000
H -1.58 3.74 -2.86 -0.002
H -2.89 1.46 4.49 0.000
```

Total charge: +1
Multiplicity: 5
Energy in eV: -132672.8264
Energy above the lowest of the compared OMol25 structures with the same formula, charge and spin in kcal per mole: 13.8